# 1
Molecular formula: C26H27IrN3S5
Method: DFT, ωB97M-V/def2-TZVPD

The geometry in ORCA input format:
```
! RIJCOSX wB97M-V def2-TZVPD def2/J DEFGRID3
* xyz 1 1
Ir 0.1138 0.5589 0.3593
C 3.8502 2.1277 1.0338
C 3.6601 0.6217 1.0022
S 2.3333 -0.1174 0.0213
C 2.6464 0.4353 -1.6779
C 2.1452 1.8244 -2.0130
S 0.4861 2.1813 -1.3324
C 0.7554 3.8057 -0.5359
C 2.0433 4.1237 0.2085
S 2.4293 3.0809 1.6378
H 4.1513 2.5183 0.0637
H 4.6781 2.3277 1.7153
H 3.4898 0.2298 2.0056
H 4.5706 0.1460 0.6298
H 2.1411 -0.3148 -2.2824
H 3.7177 0.3574 -1.8655
H 2.0740 1.9403 -3.0934
H 2.8197 2.5854 -1.6361
H -0.0742 3.8961 0.1583
H 0.6062 4.5494 -1.3220
H 1.9254 5.1389 0.5920
H 2.9127 4.1640 -0.4456
S -4.2222 -0.7219 0.6703
C -2.5282 -0.6434 0.5772
N -2.0114 0.5433 0.4172
C -3.0100 1.5169 0.3364
C -2.8400 2.8839 0.1380
C -3.9519 3.6953 0.0944
C -5.2398 3.1656 0.2452
C -5.4276 1.8135 0.4283
C -4.2997 0.9965 0.4681
H -1.9226 -1.5348 0.6550
H -1.8568 3.2934 0.0073
H -3.8307 4.7585 -0.0640
H -6.0963 3.8248 0.2107
H -6.4193 1.3957 0.5368
S -0.5805 -3.0099 -2.4363
C -0.3580 -1.5658 -1.8027
N -0.2010 -0.4831 -1.3532
C 3.3687 -1.4671 4.3002
C 2.7360 -2.2001 3.3071
C 1.6381 -1.6715 2.6389
C 1.1750 -0.4038 2.9651
C 1.7887 0.3222 3.9857
C 2.8882 -0.2063 4.6415
N 0.0811 0.1826 2.2525
C -1.0296 0.4764 3.1110
C -1.5901 -0.5226 3.9029
C -2.6881 -0.2379 4.6979
C -3.2275 1.0430 4.7172
C -2.6589 2.0414 3.9394
C -1.5606 1.7593 3.1407
H 4.2226 -1.8810 4.8196
H 3.0873 -3.1921 3.0556
H 1.1312 -2.2413 1.8698
H 1.4053 1.3017 4.2438
H 3.3699 0.3636 5.4253
H -1.1662 -1.5198 3.8872
H -3.1250 -1.0191 5.3060
H -4.0826 1.2621 5.3426
H -3.0652 3.0445 3.9595
H -1.0921 2.5290 2.5381
*
```

The value obtained for the total energy is -3266.335599 Ha. The value obtained for the gap between HOMO and LUMO is 7.1992 eV. The calculation puts the HOMO energy at -10.57 eV.



# 2
Molecular formula: C26H27IrO3PS3
Method: DFT, ωB97M-V/def2-TZVPD

The geometry in ORCA input format:
```
! RIJCOSX wB97M-V def2-TZVPD def2/J DEFGRID3
* xyz 1 1
Ir 0.8597 -0.6658 -0.3964
C -0.8651 -1.0297 -3.5153
C -0.7053 0.4430 -3.1732
S 0.6612 0.8968 -2.0670
C 2.1806 0.6926 -3.0577
C 2.8984 -0.6588 -3.0457
S 2.3340 -1.9086 -1.8474
C 1.3589 -3.1667 -2.7603
C 1.0867 -3.0049 -4.2443
S 0.3053 -1.4766 -4.8277
H -1.8833 -1.2033 -3.8650
H -0.7135 -1.6444 -2.6295
H -1.5866 0.8205 -2.6532
H -0.5678 1.0575 -4.0646
H 2.8412 1.4551 -2.6495
H 1.9142 0.9810 -4.0733
H 3.9373 -0.5053 -2.7615
H 2.8721 -1.1147 -4.0304
H 0.4327 -3.2760 -2.2016
H 1.9259 -4.0895 -2.6339
H 0.4775 -3.8599 -4.5408
H 2.0117 -3.0699 -4.8204
O 3.5364 0.2443 -0.1964
C 2.4054 0.4870 0.1529
C 2.1171 1.6835 1.0261
C 3.1475 2.5680 1.3235
C 2.9007 3.6610 2.1365
C 1.6342 3.8552 2.6734
C 0.6074 2.9662 2.3933
C 0.8364 1.8873 1.5464
P -0.3255 0.5589 1.1432
C -1.9558 1.1216 0.6010
C -2.6104 0.3419 -0.3520
C -3.9013 0.6594 -0.7531
C -4.5445 1.7604 -0.2098
C -3.9044 2.5314 0.7512
C -2.6228 2.2083 1.1654
C -0.6227 -0.3129 2.6974
C 0.4063 -0.4378 3.6279
C 0.2162 -1.1982 4.7703
C -0.9941 -1.8436 4.9831
C -2.0198 -1.7247 4.0555
C -1.8380 -0.9608 2.9126
H 4.1307 2.3775 0.9147
H 3.6963 4.3567 2.3671
H 1.4471 4.6983 3.3250
H -0.3536 3.1186 2.8611
H -2.1257 -0.5376 -0.7543
H -4.4045 0.0387 -1.4833
H -5.5491 2.0116 -0.5228
H -4.4086 3.3832 1.1874
H -2.1604 2.8095 1.9334
H 1.3569 0.0553 3.4648
H 1.0153 -1.2885 5.4936
H -1.1399 -2.4368 5.8760
H -2.9660 -2.2211 4.2250
H -2.6452 -0.8654 2.1968
O -0.6974 -2.3921 -0.3835
C -0.0533 -2.8444 0.5971
O 0.9818 -2.2361 1.0005
H -0.3684 -3.7560 1.1119
*
```

The value obtained for the total energy is -2872.829748 Ha. The value obtained for the gap between HOMO and LUMO is 9.0997 eV. The calculation puts the HOMO energy at -11.68 eV.



# 3
Molecular formula: C26H27N3O5S
Method: DFT, ωB97M-V/def2-TZVPD

The geometry in ORCA input format:
```
! RIJCOSX wB97M-V def2-TZVPD def2/J DEFGRID3
* xyz 0 1
C -0.3105 3.5848 1.8227
C -0.5506 2.1041 1.6632
O -1.6844 1.6542 1.6334
C 0.6266 1.2342 1.5420
C 1.9452 1.6940 1.5282
C 3.0031 0.8302 1.3569
C 2.7996 -0.5445 1.1678
C 1.4762 -1.0102 1.2504
C 0.4270 -0.1449 1.4254
H -0.5834 -0.5217 1.4783
H 1.2654 -2.0669 1.1948
N 3.8358 -1.4369 0.9650
C 5.2154 -0.9967 0.9354
C 5.5989 -0.4533 -0.4726
N 4.4877 -0.7078 -1.3646
C 3.6587 0.3525 -1.6387
O 4.0952 1.4907 -1.5937
C 2.2317 0.0785 -1.8841
C 1.3863 1.1163 -1.8398
C -0.0588 1.0864 -1.7629
C -0.7981 -0.1001 -1.7543
C -2.1612 -0.0767 -1.5278
C -2.7901 1.1331 -1.3012
C -2.0921 2.3238 -1.3482
C -0.7341 2.3003 -1.5908
H -0.1737 3.2232 -1.6270
H -2.6313 3.2433 -1.1845
S -4.5092 1.1690 -0.7987
O -4.9933 2.5111 -0.9316
O -5.2203 0.1143 -1.4543
N -4.4601 0.8572 0.8395
H -3.9535 1.6036 1.2960
C -3.9907 -0.4456 1.2801
C -4.8307 -1.5332 0.7039
C -6.1378 -1.8659 0.8976
C -6.3936 -2.9728 0.0531
C -5.2230 -3.2322 -0.5847
O -4.2681 -2.3699 -0.1938
H -4.9467 -3.9741 -1.3076
H -7.3207 -3.4959 -0.0609
H -6.8298 -1.3733 1.5482
H -4.0590 -0.4555 2.3723
H -2.9435 -0.6136 0.9941
H -2.7480 -0.9819 -1.5204
H -0.3019 -1.0457 -1.9073
H 1.8402 2.0981 -1.7695
H 1.8830 -0.9373 -1.9507
C 4.1308 -2.1038 -1.3745
C 3.6548 -2.5395 0.0441
H 4.2468 -3.3884 0.3997
H 2.6123 -2.8432 0.0144
H 3.3736 -2.3005 -2.1307
H 5.0303 -2.6616 -1.6569
H 6.4975 -0.9481 -0.8507
H 5.7666 0.6239 -0.4607
H 5.3815 -0.2505 1.7102
H 5.8285 -1.8702 1.1787
H 3.9957 1.2478 1.3235
H 2.1597 2.7456 1.6339
H -1.2659 4.1014 1.8690
H 0.2651 3.9659 0.9828
H 0.2450 3.7749 2.7388
*
```

The value obtained for the total energy is -1945.594004 Ha. The value obtained for the gap between HOMO and LUMO is 7.8591 eV. The calculation puts the HOMO energy at -8.26 eV.



Look up the gap between HOMO and LUMO of the third one.
7.8591 eV



Which of these has the lowest HOMO?
C26H27IrO3PS3



Look up the HOMO of the first one.
-10.57 eV



Which of these has the highest gap between HOMO and LUMO?
C26H27IrO3PS3